# 1
{
  "formula": "C11H14BCdN7",
  "method": "ωB97M-V with the def2-TZVPD basis set",
  "symbols": ["C", "N", "N", "C", "C", "B", "N", "N", "C", "C", "C", "Cd", "N", "N", "C", "C", "C", "H", "H", "H", "H", "H", "H", "H", "H", "H", "H", "H", "C", "H", "H", "H", "N", "C"],
  "coordinates": [[3.26020, 0.30090, 0.87073], [1.97480, 0.36940, 0.48983], [1.92970, 0.12410, -0.86787], [3.19690, -0.06950, -1.31947], [4.07880, 0.03070, -0.24467], [0.59520, 0.17520, -1.72087], [-0.46510, -0.96950, -1.44417], [-1.18420, -1.07330, -0.27037], [-2.02410, -2.11230, -0.40097], [-1.87940, -2.69020, -1.67857], [-0.88780, -1.93500, -2.30257], [0.00000, 0.00000, 1.08433], [-0.09580, 1.52530, -1.41197], [-0.49440, 1.72360, -0.13177], [-1.06420, 2.93800, -0.06887], [-1.03360, 3.54260, -1.34327], [-0.40770, 2.60770, -2.16967], [-1.46110, 3.30920, 0.87623], [-0.16350, 2.63240, -3.23107], [-1.41410, 4.52370, -1.62407], [0.90890, 0.10350, -2.88857], [-0.45490, -2.00790, -3.29967], [3.37780, -0.25750, -2.37717], [-2.42930, -3.53370, -2.09407], [5.16350, -0.06610, -0.26677], [-2.68460, -2.38130, 0.42303], [3.52360, 0.45380, 1.91713], [-1.76230, -0.67960, 2.85683], [-1.97310, -1.45280, 3.61313], [-2.82710, -2.06610, 3.28313], [-1.08650, -2.09490, 3.73893], [-2.21670, -0.97050, 4.57343], [0.00000, 0.00000, 4.34533], [0.00000, 0.00000, 3.08433]],
  "lowdin_charge": [0.01, -0.01, 0.02, 0.08, 0.15, -0.47, -0.07, -0.10, -0.07, 0.01, -0.04, 1.29, 0.01, 0.00, 0.01, 0.14, 0.08, 0.16, 0.17, 0.16, 0.14, 0.14, 0.17, 0.13, 0.16, 0.13, 0.16, -0.08, -0.13, 0.03, 0.03, 0.05, 0.00, -0.43],
  "lumo_energy_ha": [-0.448, -0.446],
  "charge": 2,
  "gap_ev": [2.755, 2.517]
}

# 2
{
  "formula": "C11H14BCoN7",
  "method": "ωB97M-V with the def2-TZVPD basis set",
  "symbols": ["H", "N", "B", "N", "C", "Co", "H", "C", "H", "C", "H", "C", "H", "H", "H", "N", "N", "N", "N", "C", "C", "H", "H", "C", "C", "C", "C", "H", "H", "H", "H", "H", "N", "C"],
  "coordinates": [[0.82263, 2.73396, 0.40264], [0.56129, 1.40499, -1.23478], [0.24490, 0.31703, -3.53420], [0.59926, 1.56310, -2.62885], [0.91254, 2.84180, -2.90350], [0.05588, -0.24546, -0.55699], [0.95046, 3.16218, -3.93336], [1.08734, 3.53364, -1.70105], [1.32008, 4.57685, -1.59073], [0.85190, 2.61302, -0.67253], [0.33332, 0.50428, -4.71130], [-0.54419, -1.33914, 0.90529], [0.32691, -1.54791, 1.53161], [-0.90462, -2.26445, 0.41765], [-1.35798, -0.90541, 1.50284], [-1.19937, -0.09978, -3.10935], [1.22912, -0.82045, -3.03549], [-1.42163, -0.33727, -1.75315], [1.25359, -1.09626, -1.66376], [-2.36901, -0.25706, -3.76396], [2.13665, -1.60834, -3.64521], [-2.40522, -0.11478, -4.82764], [2.24596, -1.54467, -4.71807], [-3.35933, -0.59489, -2.83489], [2.75183, -2.41549, -2.68511], [-2.73099, -0.63526, -1.58100], [2.17836, -2.06610, -1.46146], [-4.39983, -0.76618, -3.02338], [3.49743, -3.16326, -2.86599], [-3.11636, -0.84264, -0.59195], [2.35439, -2.43232, -0.46635], [-1.01996, -0.22224, 3.79268], [-0.24154, 1.44942, 2.45598], [-0.64394, 0.61890, 3.17624]],
  "lowdin_charge": [0.08, -0.07, -0.43, 0.00, -0.07, 0.57, 0.12, -0.07, 0.09, -0.09, 0.11, -0.29, -0.03, -0.01, -0.05, 0.00, 0.01, -0.05, -0.07, -0.07, -0.07, 0.12, 0.12, -0.06, -0.06, -0.09, -0.09, 0.08, 0.09, 0.11, 0.11, 0.09, 0.07, -0.10],
  "lumo_energy_ha": [0.030, 0.028],
  "s_squared": 3.76,
  "multiplicity": 4,
  "gap_ev": [8.225, 9.015],
  "relative_energy_ev": 0.000
}

# 3
{
  "formula": "C11H14BN7NiSe",
  "method": "ωB97M-V with the def2-TZVPD basis set",
  "symbols": ["H", "N", "B", "N", "C", "Ni", "H", "C", "H", "C", "H", "C", "H", "H", "H", "N", "N", "N", "N", "C", "C", "H", "H", "C", "C", "C", "C", "H", "H", "H", "H", "H", "Se", "C", "N"],
  "coordinates": [[0.85614, -1.39716, -2.06558], [0.62407, 0.69477, -1.70334], [1.29391, 3.04297, -0.79252], [1.56071, 1.66987, -1.49078], [2.70016, 1.31410, -2.15011], [-1.04546, 0.63533, -2.26335], [3.53289, 2.01470, -2.26047], [2.57775, -0.03028, -2.51709], [3.31702, -0.64104, -2.97179], [1.27057, -0.41003, -2.24146], [1.91190, 3.90008, -1.39984], [-0.71667, -1.66304, 1.21151], [-1.02343, -2.12240, 0.26038], [-1.34282, -0.81487, 1.47070], [0.28943, -1.23616, 1.08203], [1.80626, 3.11646, 0.74713], [-0.22866, 3.24092, -1.14301], [1.15410, 2.56574, 1.85057], [-1.23467, 2.28968, -1.40632], [2.96704, 3.68404, 1.14347], [-0.74471, 4.47757, -1.40495], [3.58174, 4.24448, 0.43965], [-0.10542, 5.34210, -1.58375], [3.14675, 3.38578, 2.51020], [-2.12322, 4.35227, -1.54138], [1.99236, 2.67345, 2.89930], [-2.43190, 2.97048, -1.33793], [3.96739, 3.62633, 3.11126], [-2.83146, 5.11570, -1.83025], [1.75193, 2.21346, 3.86237], [-3.35154, 2.46455, -1.16267], [-0.71296, -2.40819, 1.92141], [-1.79315, -6.17285, -0.63806], [-1.29776, -5.50813, 0.93881], [-1.04287, -5.06469, 2.01277]],
  "lowdin_charge": [0.10, -0.09, -0.44, 0.01, -0.05, 0.50, 0.13, -0.07, 0.08, -0.13, 0.11, -0.04, 0.01, 0.02, 0.02, -0.06, 0.01, 0.04, -0.06, -0.12, -0.07, 0.11, 0.13, -0.09, -0.07, -0.18, -0.09, 0.06, 0.09, 0.10, 0.09, -0.05, 0.77, -0.84, 0.09],
  "lumo_energy_ha": [-0.024, -0.130],
  "s_squared": 2.03,
  "multiplicity": 3,
  "gap_ev": [7.557, 4.667],
  "relative_energy_ev": 0.971
}

# 4
{
  "formula": "C11H14BN7PtS",
  "method": "ωB97M-V with the def2-TZVPD basis set",
  "symbols": ["H", "N", "B", "N", "C", "Pt", "H", "C", "H", "C", "H", "C", "H", "H", "H", "N", "N", "N", "N", "C", "C", "H", "H", "C", "C", "C", "C", "H", "H", "H", "H", "H", "S", "C", "N"],
  "coordinates": [[1.10607, -1.73788, 2.08257], [0.33577, -1.97582, 0.10746], [-0.46934, -2.82961, -2.14303], [0.11814, -3.04474, -0.70921], [0.52449, -4.16994, -0.07021], [-0.15641, -0.04122, -0.39958], [0.44324, -5.12582, -0.58006], [0.98967, -3.79510, 1.18829], [1.38160, -4.47952, 1.93142], [0.85628, -2.41140, 1.28185], [-0.62015, -3.84265, -2.76612], [-0.31708, 1.91826, -0.22979], [0.01823, 2.54368, 0.60509], [-1.38275, 2.12069, -0.37285], [0.24902, 2.25920, -1.10340], [0.50348, -1.80177, -2.82094], [-1.81350, -2.07153, -1.84511], [0.82243, -0.65174, -2.15117], [-1.80106, -0.95748, -1.05612], [1.21342, -1.81874, -3.97440], [-3.10351, -2.32208, -2.17692], [1.11611, -2.65025, -4.66005], [-3.35223, -3.15853, -2.80917], [1.96589, -0.65116, -4.04496], [-3.89240, -1.34151, -1.58770], [1.69208, 0.07882, -2.88376], [-3.06581, -0.48244, -0.88132], [2.62658, -0.35412, -4.84062], [-4.96694, -1.25560, -1.67338], [2.05236, 1.04369, -2.54116], [-3.26491, 0.39298, -0.30002], [0.37308, 1.13723, 1.61962], [0.90170, 1.28381, 2.89245], [0.87377, 2.95020, 3.05494], [0.89962, 4.12085, 3.20683]],
  "lowdin_charge": [0.09, -0.17, -0.44, -0.03, -0.06, 1.23, 0.12, -0.07, 0.10, -0.11, 0.12, -0.42, -0.05, -0.02, -0.03, -0.01, -0.01, -0.13, -0.17, -0.06, -0.05, 0.12, 0.12, -0.06, -0.07, -0.10, -0.09, 0.09, 0.10, 0.11, 0.10, -0.22, 0.73, -0.75, 0.07],
  "lumo_energy_ha": [0.019, -0.022],
  "s_squared": 2.01,
  "multiplicity": 3,
  "gap_ev": [8.309, 7.911],
  "relative_energy_ev": 0.640
}

Calculated M, 367.5, 314.0, 392.7, 482.2 g/mol (same order as the records).
Calculated electronic energy, -27283.0476, -60367.5568, -129126.3267, -36820.8953 eV (same order as the records).